No. 1
{
  "formula": "C35H39ClCsGe2NO6S3",
  "method": "wB97M-V/def2-TZVPD",
  "homo_ev": [-4.380, -4.380],
  "spin_multiplicity": 2,
  "e_tot_ha": -7691.99945,
  "lumo_energy_ev": [1.75, 0.93],
  "relative_energy_kcal_mol": 45.5,
  "charge": -1,
  "species": ["Cs", "O", "C", "O", "C", "C", "C", "C", "C", "N", "C", "O", "O", "H", "H", "H", "H", "C", "C", "S", "C", "C", "S", "C", "C", "S", "H", "H", "H", "H", "H", "H", "H", "H", "H", "H", "H", "H", "Cl", "C", "C", "C", "C", "O", "C", "C", "O", "C", "H", "H", "H", "H", "C", "Ge", "C", "C", "Ge", "C", "C", "C", "C", "C", "C", "C", "C", "C", "C", "C", "C", "H", "H", "H", "H", "H", "H", "H", "H", "H", "H", "H", "H", "H", "H", "H", "H", "H", "H", "H"],
  "positions_angstrom": [[0.034, 4.646, 21.779], [-2.962, -0.323, 22.580], [-2.378, 0.919, 22.540], [-1.696, 1.231, 21.585], [-2.608, 1.761, 23.783], [-3.203, 1.078, 24.855], [-3.228, 1.731, 26.099], [-2.503, 2.922, 26.223], [-2.030, 3.553, 25.042], [-2.078, 3.005, 23.802], [-1.146, 4.767, 25.294], [-0.638, 5.326, 24.249], [-1.005, 5.217, 26.470], [-2.579, -0.838, 21.858], [-3.515, -0.014, 24.726], [-4.025, 1.348, 26.787], [-2.370, 3.409, 27.143], [1.868, 0.286, 15.694], [2.046, 1.550, 14.917], [1.477, 2.884, 15.967], [0.103, 3.695, 15.174], [-1.169, 2.875, 15.185], [-2.035, 2.740, 16.884], [-1.926, 0.920, 17.228], [-0.462, 0.595, 17.336], [0.186, -0.411, 16.004], [2.322, 0.411, 16.698], [2.393, -0.588, 15.331], [1.567, 1.612, 13.971], [3.132, 1.808, 14.792], [0.459, 3.927, 14.116], [-0.126, 4.651, 15.688], [-1.019, 1.858, 14.804], [-1.988, 3.307, 14.550], [-2.520, 0.346, 16.492], [-2.378, 0.682, 18.187], [-0.398, -0.041, 18.216], [0.048, 1.569, 17.495], [2.860, 9.939, 15.911], [2.447, 8.723, 17.080], [3.554, 8.042, 17.690], [3.366, 7.052, 18.604], [2.039, 6.829, 19.130], [1.832, 5.795, 19.798], [0.955, 7.765, 18.739], [-0.352, 7.761, 19.456], [-0.595, 7.160, 20.506], [1.144, 8.580, 17.600], [4.511, 8.453, 17.412], [4.245, 6.488, 18.997], [-1.219, 8.432, 19.046], [0.377, 9.285, 17.245], [1.422, 3.286, 26.885], [2.837, 2.707, 25.636], [4.585, 2.921, 26.625], [2.647, 0.835, 24.932], [3.173, 4.139, 23.656], [3.607, 5.789, 24.679], [2.464, 6.592, 24.739], [2.292, 7.510, 25.795], [3.326, 7.714, 26.718], [4.562, 7.136, 26.513], [4.692, 6.077, 25.568], [4.865, 3.696, 22.642], [4.704, 3.726, 21.237], [5.801, 3.353, 20.426], [6.907, 2.683, 21.003], [6.973, 2.449, 22.374], [5.998, 3.031, 23.165], [0.504, 2.615, 26.794], [1.152, 4.327, 26.707], [1.814, 3.394, 27.933], [4.454, 3.076, 27.716], [5.195, 3.767, 26.187], [5.175, 1.975, 26.440], [1.739, 0.280, 25.256], [3.603, 0.260, 25.133], [2.463, 0.977, 23.843], [1.645, 6.539, 24.050], [1.335, 8.090, 25.865], [3.150, 8.520, 27.475], [5.376, 7.411, 27.155], [5.659, 5.544, 25.573], [3.867, 4.033, 20.615], [5.826, 3.742, 19.433], [7.617, 2.275, 20.325], [7.923, 2.064, 22.734], [6.123, 2.921, 24.254]],
  "lowdin_charge": [1.06, 0.06, -0.43, 0.08, -0.20, -0.02, -0.05, 0.01, -0.15, 0.17, -0.63, -0.34, -0.05, 0.12, 0.14, 0.12, 0.10, -0.56, -0.53, 0.88, -0.56, -0.50, 0.82, -0.54, -0.62, 0.85, 0.08, 0.05, 0.07, 0.08, 0.10, 0.08, 0.04, 0.07, 0.07, 0.06, 0.06, 0.02, 0.58, -0.70, -0.14, -0.03, -0.41, -0.20, -0.13, -0.23, -0.17, -0.09, 0.08, 0.11, 0.13, 0.11, -0.24, 0.72, -0.26, -0.27, 0.93, -0.37, -0.15, -0.07, -0.12, -0.11, -0.11, -0.33, -0.12, -0.08, -0.10, -0.11, -0.13, 0.04, -0.01, 0.03, 0.02, -0.02, 0.02, 0.01, 0.02, 0.00, 0.06, 0.12, 0.11, 0.08, 0.09, 0.08, 0.09, 0.08, 0.10, 0.08]
}

=====

No. 2
{
  "formula": "C6H13NO4",
  "method": "wB97M-V/def2-TZVPD",
  "smiles": "OC[C@H]1NC[C@@H](O)[C@@H](O)[C@H]1O",
  "homo_ev": -9.320,
  "e_tot_ha": -592.06770,
  "lumo_energy_ev": 0.42,
  "relative_energy_kcal_mol": 41.9,
  "species": ["O", "C", "C", "N", "C", "C", "O", "C", "O", "C", "O", "H", "H", "H", "H", "H", "H", "H", "H", "H", "H", "H", "H", "H"],
  "positions_angstrom": [[2.377, -0.385, -2.085], [1.248, 0.255, -1.518], [0.084, -0.597, -1.098], [0.647, -1.581, -0.191], [0.817, -1.019, 1.130], [-0.108, 0.114, 1.588], [0.499, 1.325, 1.116], [-1.486, -0.038, 0.813], [-2.315, 0.988, 1.154], [-1.190, 0.127, -0.663], [-1.069, 1.530, -1.074], [2.508, -1.143, -1.466], [0.878, 0.947, -2.319], [1.466, 0.854, -0.607], [-0.310, -1.160, -2.038], [-0.075, -2.299, -0.158], [1.837, -0.704, 1.167], [0.691, -1.840, 1.796], [-0.387, 0.252, 2.625], [0.701, 1.977, 1.813], [-1.882, -0.913, 1.240], [-2.409, 1.712, 0.515], [-1.995, -0.314, -1.320], [-0.528, 1.913, -0.417]],
  "lowdin_charge": [-0.05, -0.25, -0.31, -0.01, -0.15, -0.23, -0.07, -0.30, 0.00, -0.23, -0.02, 0.09, 0.14, 0.11, 0.18, 0.12, 0.12, 0.12, 0.15, 0.13, 0.15, 0.11, 0.17, 0.04]
}

=====

No. 3
{
  "formula": "C16H36N4O9S",
  "method": "wB97M-V/def2-TZVPD",
  "homo_ev": -8.890,
  "e_tot_ha": -1925.40993,
  "lumo_energy_ev": -0.76,
  "species": ["C", "O", "C", "C", "C", "O", "N", "O", "O", "S", "O", "O", "O", "C", "C", "C", "C", "N", "H", "H", "H", "H", "H", "H", "H", "H", "H", "H", "H", "H", "H", "H", "C", "C", "C", "O", "C", "N", "H", "H", "H", "H", "H", "H", "H", "H", "H", "H", "H", "C", "C", "C", "O", "C", "N", "H", "H", "H", "H", "H", "H", "H", "H", "H", "H", "H"],
  "positions_angstrom": [[-2.307, 2.175, 1.420], [-1.402, 1.383, 2.176], [-1.608, 0.008, 2.131], [-1.351, -0.676, 0.782], [-0.963, -2.125, 1.139], [-0.558, -2.898, 0.018], [-1.535, -3.845, -0.461], [-1.755, -4.678, 0.316], [-0.193, -0.091, 0.157], [-0.387, -0.003, -1.430], [-0.679, 1.355, -1.741], [0.638, -0.701, -2.108], [-1.739, -0.846, -1.513], [-2.447, -0.591, -0.269], [-3.684, -1.459, -0.151], [-4.767, -0.815, 0.691], [-5.119, -1.450, 2.022], [-5.347, 0.213, 0.232], [-1.925, 2.326, 0.409], [-3.287, 1.697, 1.348], [-2.414, 3.135, 1.913], [-2.599, -0.266, 2.510], [-0.881, -0.403, 2.830], [-1.789, -2.588, 1.685], [-0.114, -2.107, 1.818], [-2.826, 0.427, -0.383], [-3.499, -2.470, 0.198], [-4.077, -1.543, -1.164], [-4.798, -0.816, 2.845], [-4.637, -2.419, 2.135], [-6.190, -1.625, 2.079], [-6.058, 0.544, 0.883], [2.154, 4.296, -2.809], [0.687, 4.658, -2.604], [-0.121, 4.730, -3.905], [0.093, 5.899, -4.674], [1.223, 5.868, -5.522], [0.607, 5.900, -1.827], [2.730, 5.138, -3.195], [2.602, 4.007, -1.859], [2.260, 3.459, -3.501], [0.238, 3.861, -2.005], [-1.183, 4.747, -3.644], [0.045, 3.835, -4.519], [1.392, 4.865, -5.925], [2.127, 6.206, -5.007], [1.030, 6.550, -6.349], [-0.364, 6.086, -1.594], [0.869, 6.667, -2.440], [4.997, -4.579, 1.469], [3.529, -4.237, 1.240], [3.075, -2.955, 1.949], [2.855, -3.089, 3.340], [4.008, -2.977, 4.152], [2.707, -5.396, 1.598], [5.166, -4.991, 2.464], [5.322, -5.331, 0.750], [5.633, -3.699, 1.349], [3.397, -4.060, 0.169], [2.106, -2.669, 1.529], [3.767, -2.126, 1.750], [4.715, -2.251, 3.740], [4.510, -3.940, 4.277], [3.685, -2.633, 5.133], [1.741, -5.217, 1.340], [2.693, -5.467, 2.612]],
  "lowdin_charge": [-0.06, -0.13, -0.14, -0.36, -0.13, -0.10, 0.02, 0.10, -0.11, 0.61, -0.22, -0.20, -0.14, -0.25, -0.06, -0.41, -0.03, 0.16, 0.08, 0.08, 0.09, 0.13, 0.14, 0.13, 0.13, 0.13, 0.09, 0.14, 0.08, 0.07, 0.08, 0.07, -0.07, -0.43, -0.21, -0.19, -0.11, 0.04, 0.06, 0.08, 0.08, 0.12, 0.12, 0.12, 0.09, 0.07, 0.09, 0.07, 0.07, -0.07, -0.43, -0.20, -0.19, -0.11, 0.04, 0.06, 0.08, 0.08, 0.14, 0.10, 0.12, 0.09, 0.08, 0.09, 0.06, 0.07]
}

=====

No. 4
{
  "formula": "C6H14O2",
  "method": "wB97M-V/def2-TZVPD",
  "smiles": "C=CC/C=C/C.O.O",
  "homo_ev": -8.776,
  "e_tot_ha": -387.38418,
  "lumo_energy_ev": 0.52,
  "relative_energy_kcal_mol": 77.4,
  "species": ["C", "C", "C", "C", "C", "C", "H", "H", "H", "H", "H", "H", "H", "H", "H", "H", "O", "H", "H", "O", "H", "H"],
  "positions_angstrom": [[1.927, 0.998, 1.464], [1.402, 0.955, 0.194], [1.773, 0.025, -0.903], [0.761, -1.146, -0.929], [0.900, -2.351, -0.386], [-0.115, -3.443, -0.505], [1.489, 1.753, 2.142], [2.677, 0.440, 1.784], [0.487, 1.594, 0.078], [2.918, -0.239, -0.890], [1.863, 0.465, -1.806], [-0.200, -0.730, -1.319], [1.842, -2.778, -0.033], [0.061, -4.261, 0.112], [-0.155, -3.856, -1.488], [-1.094, -3.199, -0.292], [-3.213, 3.525, 0.880], [-3.187, 4.268, 0.363], [-3.602, 3.846, 1.789], [-2.080, 1.439, -0.420], [-2.054, 2.113, 0.251], [-2.401, 0.582, -0.087]],
  "lowdin_charge": [0.02, -0.18, -0.22, -0.10, -0.15, -0.11, 0.06, -0.01, 0.09, 0.15, 0.05, 0.12, 0.11, 0.05, 0.07, 0.05, -0.05, -0.01, 0.12, -0.08, -0.02, 0.05]
}

=====

No. 5
{
  "formula": "C37H25F3N4O4PRuS",
  "method": "wB97M-V/def2-TZVPD",
  "homo_ev": [-8.022, -8.034],
  "spin_multiplicity": 2,
  "e_tot_ha": -3079.03578,
  "lumo_energy_ev": [-1.36, -0.96],
  "relative_energy_kcal_mol": 57.4,
  "species": ["Ru", "O", "C", "N", "C", "O", "C", "C", "C", "C", "C", "N", "C", "C", "C", "C", "C", "N", "H", "H", "H", "H", "H", "H", "H", "H", "F", "C", "F", "F", "C", "C", "C", "C", "N", "C", "S", "H", "H", "H", "O", "C", "O", "C", "C", "C", "C", "C", "C", "P", "C", "C", "C", "C", "C", "C", "C", "C", "C", "C", "C", "C", "H", "H", "H", "H", "H", "H", "H", "H", "H", "H", "H", "H", "H", "H"],
  "positions_angstrom": [[-0.106, 0.353, -1.610], [2.175, 2.466, -4.627], [1.315, 1.946, -3.950], [1.345, 0.712, -3.381], [2.230, -0.232, -3.775], [3.023, -0.192, -4.691], [2.115, -1.479, -2.924], [3.143, -2.415, -2.956], [3.038, -3.543, -2.162], [1.899, -3.707, -1.385], [0.921, -2.727, -1.420], [1.037, -1.638, -2.164], [0.027, 2.680, -3.645], [-0.117, 4.000, -4.053], [-1.294, 4.661, -3.747], [-2.302, 3.971, -3.092], [-2.092, 2.640, -2.761], [-0.944, 2.029, -3.011], [3.993, -2.220, -3.593], [3.825, -4.282, -2.148], [1.766, -4.577, -0.763], [0.010, -2.821, -0.840], [0.696, 4.474, -4.581], [-1.426, 5.696, -4.019], [-3.234, 4.456, -2.851], [-2.865, 2.037, -2.299], [2.640, 3.102, 3.476], [2.584, 3.392, 2.154], [1.443, 4.047, 1.977], [3.583, 4.265, 1.931], [2.757, 2.132, 1.354], [3.828, 1.326, 1.704], [3.990, 0.098, 1.080], [3.039, -0.287, 0.148], [2.030, 0.483, -0.213], [1.881, 1.701, 0.339], [0.593, 2.605, -0.326], [4.517, 1.669, 2.463], [4.811, -0.554, 1.327], [3.097, -1.254, -0.334], [-1.997, -2.470, -2.742], [-2.342, -1.695, -1.867], [-2.213, -0.425, -1.860], [-2.996, -2.206, -0.590], [-4.078, -3.074, -0.611], [-4.681, -3.442, 0.579], [-4.195, -2.967, 1.788], [-3.096, -2.130, 1.816], [-2.494, -1.740, 0.624], [-1.028, -0.642, 0.671], [-1.696, 0.761, 1.625], [-2.216, 1.817, 0.880], [-2.692, 2.949, 1.512], [-2.653, 3.035, 2.894], [-2.161, 1.976, 3.641], [-1.690, 0.837, 3.013], [0.040, -1.507, 1.866], [0.081, -2.897, 1.954], [1.003, -3.513, 2.781], [1.894, -2.752, 3.521], [1.871, -1.369, 3.427], [0.958, -0.751, 2.594], [-4.445, -3.434, -1.560], [-5.542, -4.092, 0.565], [-4.673, -3.249, 2.714], [-2.714, -1.769, 2.761], [-2.222, 1.735, -0.201], [-3.068, 3.770, 0.920], [-2.999, 3.928, 3.393], [-2.126, 2.039, 4.718], [-1.303, 0.020, 3.603], [-0.625, -3.497, 1.394], [1.029, -4.591, 2.848], [2.605, -3.233, 4.173], [2.560, -0.768, 4.003], [0.930, 0.328, 2.521]],
  "lowdin_charge": [1.15, 0.11, -0.45, 0.06, -0.45, 0.10, -0.19, 0.01, -0.04, -0.04, -0.13, 0.05, -0.22, 0.02, -0.04, -0.04, -0.14, 0.00, 0.12, 0.11, 0.11, 0.08, 0.12, 0.11, 0.11, 0.10, 0.12, -0.61, 0.11, 0.14, -0.13, 0.00, -0.05, -0.12, -0.02, -0.70, 0.75, 0.13, 0.11, 0.10, 0.07, -0.67, -0.18, -0.14, -0.01, -0.06, -0.07, -0.08, -0.28, 1.11, -0.36, -0.16, -0.07, -0.07, -0.07, -0.09, -0.35, -0.10, -0.07, -0.07, -0.07, -0.11, 0.12, 0.11, 0.11, 0.11, 0.04, 0.11, 0.10, 0.10, 0.10, 0.11, 0.11, 0.10, 0.11, 0.10]
}

=====

No. 6
{
  "formula": "C25H46Cl2CrN3O6Si",
  "method": "wB97M-V/def2-TZVPD",
  "homo_ev": [-3.068, -4.381],
  "spin_multiplicity": 5,
  "e_tot_ha": -3850.43743,
  "lumo_energy_ev": [2.39, 2.38],
  "relative_energy_kcal_mol": 34.3,
  "charge": -1,
  "species": ["C", "C", "H", "H", "H", "C", "C", "H", "H", "H", "H", "Cr", "Cl", "C", "O", "N", "C", "C", "H", "H", "H", "H", "H", "H", "H", "H", "H", "C", "C", "N", "H", "C", "O", "H", "H", "H", "H", "H", "H", "C", "C", "N", "H", "C", "O", "H", "H", "H", "H", "O", "C", "C", "C", "H", "C", "H", "C", "H", "C", "C", "H", "H", "H", "Si", "Cl", "C", "C", "C", "H", "H", "H", "H", "H", "H", "H", "H", "H", "C", "C", "O", "O", "H", "H", "H"],
  "positions_angstrom": [[3.088, -2.581, -2.584], [2.466, -1.806, -3.701], [2.887, -3.652, -2.723], [2.687, -2.274, -1.605], [4.186, -2.465, -2.581], [2.412, -2.278, -4.960], [3.050, -3.527, -5.456], [1.930, -1.685, -5.736], [2.752, -4.439, -4.923], [4.142, -3.439, -5.400], [2.795, -3.674, -6.512], [0.251, 0.124, 2.081], [1.645, 1.529, 0.790], [-0.627, 2.802, 1.934], [-1.166, 1.668, 2.049], [-1.131, 3.779, 1.176], [-2.468, 3.651, 0.613], [-0.312, 4.857, 0.651], [0.305, 3.038, 2.483], [-3.141, 3.341, 1.422], [-2.502, 2.914, -0.207], [-2.761, 4.642, 0.234], [0.532, 5.022, 1.322], [-0.920, 5.769, 0.604], [0.069, 4.632, -0.357], [-3.253, 1.896, 5.813], [-1.528, 1.507, 7.687], [-3.167, 0.829, 5.570], [-1.483, 0.461, 7.357], [-1.860, 0.332, 5.960], [-3.279, 0.668, 4.497], [-1.008, -0.182, 5.056], [-1.224, -0.212, 3.829], [-0.460, 0.090, 7.469], [-0.086, -0.603, 5.495], [-3.952, 0.303, 6.131], [-2.154, -0.112, 8.009], [-0.123, -4.737, 3.282], [0.284, -3.619, 0.506], [-1.109, -4.887, 2.813], [-0.743, -4.032, 0.507], [-1.367, -3.867, 1.814], [-1.881, -4.815, 3.587], [-1.716, -2.639, 2.279], [-1.440, -1.568, 1.723], [-1.335, -3.511, -0.253], [-2.273, -2.682, 3.232], [-1.121, -5.883, 2.358], [-0.705, -5.103, 0.283], [0.915, -0.626, -2.295], [1.888, -0.445, -3.329], [0.307, -0.170, -5.308], [1.349, 0.337, -4.522], [-0.079, -1.173, -5.111], [-0.218, 0.588, -6.358], [2.699, 0.110, -2.827], [1.884, 1.599, -4.798], [-1.047, 0.193, -6.940], [0.350, 1.826, -6.671], [1.411, 2.317, -5.901], [2.687, 1.983, -4.158], [-0.003, 2.396, -7.533], [1.913, 3.252, -6.158], [-0.584, 0.125, -2.048], [1.359, -1.545, 0.574], [-1.889, -0.543, -3.232], [-0.423, 1.982, -2.113], [-1.321, -0.440, -0.464], [-1.904, -0.059, -4.213], [-2.865, -0.382, -2.750], [-1.741, -1.623, -3.370], [-1.384, -1.530, -0.410], [-2.219, 0.057, -0.082], [-0.443, -0.073, 0.112], [-0.164, 2.329, -3.118], [0.361, 2.316, -1.420], [-1.379, 2.444, -1.836], [2.980, 1.464, 5.058], [1.853, 1.803, 4.129], [1.583, 2.997, 3.874], [1.212, 0.761, 3.700], [2.607, 1.533, 6.081], [3.792, 2.172, 4.933], [3.324, 0.447, 4.886]],
  "lowdin_charge": [-0.04, -0.22, 0.07, 0.02, 0.09, -0.13, -0.11, 0.09, 0.07, 0.08, 0.06, 0.33, 0.10, -0.35, -0.13, -0.17, -0.04, -0.05, 0.07, 0.09, 0.07, 0.08, 0.10, 0.08, 0.09, 0.09, 0.09, -0.03, -0.06, -0.18, 0.09, -0.25, -0.08, 0.09, 0.15, 0.09, 0.08, 0.10, 0.00, -0.07, -0.08, -0.19, 0.08, -0.28, -0.12, 0.08, 0.14, 0.08, 0.08, -0.20, -0.27, -0.09, -0.19, 0.12, -0.08, 0.16, -0.04, 0.10, -0.10, -0.09, 0.12, 0.09, 0.10, 0.40, 0.06, -0.17, -0.14, -0.23, 0.00, 0.03, 0.04, 0.02, 0.06, -0.09, 0.02, -0.01, 0.02, -0.02, -0.68, -0.05, -0.22, 0.07, 0.07, 0.07]
}